# 1
61
Properties=species:S:1:pos:R:3:forces:R:3:lowdin_charge:R:1 method="wB97M-V/def2-TZVPD" lumo_ha=0.0168 molar_mass_da=479.9 energy_ev=-89068.404
Zn 1.06063 -0.39259 0.32371 0.01 -0.11 -0.15 0.98
C -1.04968 -1.03458 1.00073 0.19 0.05 0.05 -0.09
C -0.52275 0.32732 1.25436 -0.49 0.16 0.28 -0.29
C -0.90456 1.08852 0.02893 0.20 -0.04 0.01 -0.16
C -1.50760 0.19029 -0.83158 0.02 -0.09 -0.04 -0.01
C -1.60242 -1.10887 -0.25307 0.03 0.08 -0.11 -0.21
C -2.11115 -2.33628 -0.97335 0.01 0.00 0.00 -0.56
C -2.16890 -3.53658 -0.03053 0.00 -0.01 0.02 -0.06
C -3.51432 -2.06089 -1.52494 -0.01 0.00 -0.01 -0.04
C -1.15944 -2.65666 -2.13519 -0.01 0.00 0.00 -0.04
C -0.65285 2.54766 -0.35764 -0.03 0.01 -0.01 -0.53
C -1.53522 3.50140 0.46064 -0.01 0.03 0.06 -0.04
C 0.82460 2.93588 -0.21725 0.02 0.01 -0.05 -0.05
C -1.01523 2.77516 -1.83280 -0.02 -0.02 0.01 -0.06
C -0.49230 0.77716 2.72974 0.12 -0.07 -0.01 -0.55
C -1.92002 1.13778 3.16218 -0.02 -0.01 0.00 -0.03
C -0.02137 -0.38866 3.61667 0.03 -0.01 -0.01 -0.06
C 0.45001 1.94282 3.03022 0.02 0.08 -0.02 -0.06
H -0.97575 -1.84586 1.70645 -0.06 0.00 0.03 0.10
H -1.80952 0.41913 -1.84150 0.00 0.00 -0.02 0.11
H -2.83403 -3.34508 0.81421 0.00 0.00 0.00 0.09
H -1.17930 -3.78246 0.36020 0.00 0.00 -0.01 0.08
H -2.54261 -4.41337 -0.56276 0.00 0.00 0.00 0.09
H -4.20319 -1.79683 -0.72049 0.00 -0.01 0.00 0.09
H -3.90303 -2.94600 -2.03348 0.01 0.00 0.00 0.08
H -3.50481 -1.23974 -2.24356 0.01 0.01 0.01 0.08
H -0.15304 -2.86801 -1.76539 0.00 0.00 0.00 0.08
H -1.09080 -1.81742 -2.83003 -0.01 0.00 0.00 0.08
H -1.51305 -3.52886 -2.69035 0.01 -0.01 0.00 0.09
H -1.26414 3.53260 1.51446 -0.05 0.00 -0.08 0.05
H -2.58460 3.20857 0.38951 0.00 0.00 -0.01 0.09
H -1.43961 4.51633 0.06836 0.00 0.01 0.00 0.09
H 1.21589 2.77794 0.78279 0.00 -0.02 0.03 0.05
H 0.95442 3.99284 -0.46271 -0.01 0.01 0.01 0.09
H 1.43663 2.36367 -0.91710 -0.04 0.00 0.00 0.06
H -2.07782 2.61339 -2.02002 -0.01 -0.01 0.01 0.09
H -0.44168 2.12232 -2.49294 0.01 0.00 0.01 0.08
H -0.78660 3.80836 -2.09985 0.00 0.00 0.00 0.09
H -2.58667 0.28600 3.01361 0.00 0.00 0.00 0.09
H -2.31696 1.97496 2.59139 0.00 0.02 -0.01 0.07
H -1.94071 1.40664 4.22113 0.00 0.00 0.00 0.09
H -0.75079 -1.19582 3.66167 -0.01 -0.01 -0.01 0.08
H 0.13045 -0.03253 4.63672 -0.02 0.01 0.00 0.09
H 0.92991 -0.80482 3.27084 0.00 0.02 -0.01 0.08
H 0.15165 2.86900 2.54557 0.05 -0.06 0.02 0.06
H 1.47580 1.71280 2.72769 -0.01 -0.02 0.01 0.09
H 0.45784 2.13179 4.10565 0.00 0.00 0.00 0.09
C 4.25492 -2.31941 -1.52345 0.02 0.01 0.01 0.03
C 3.34742 -1.12584 -1.24150 -0.01 -0.02 -0.01 -0.46
O 2.35058 -1.47873 -0.36535 0.03 -0.05 0.02 -0.20
C 2.70096 -0.65423 -2.56477 0.02 0.02 -0.04 -0.56
F 1.71157 0.23936 -2.33756 0.00 0.04 0.00 0.12
F 2.14027 -1.68726 -3.20392 -0.01 0.00 0.00 0.16
F 3.56813 -0.07816 -3.40699 -0.01 -0.01 -0.01 0.17
C 4.18992 0.00809 -0.61687 0.00 0.01 0.00 -0.56
F 5.22704 0.39021 -1.36811 -0.01 0.01 0.01 0.17
F 3.43200 1.10701 -0.38342 0.07 -0.05 0.02 0.12
F 4.67330 -0.38284 0.56957 -0.01 0.02 -0.02 0.16
H 3.64296 -3.13873 -1.89153 -0.01 0.00 0.01 0.10
H 4.72386 -2.62490 -0.59083 0.00 0.00 0.00 0.10
H 5.02576 -2.08298 -2.25616 -0.01 0.01 0.00 0.10

=====

# 2
59
Properties=species:S:1:pos:R:3:forces:R:3:lowdin_charge:R:1 method="wB97M-V/def2-TZVPD" smiles="CCOC(=O)C(F)(C(=O)OCC)C1CCCCC1.Cc1cc(C)nc(C)c1" lumo_ha=0.0287 molar_mass_da=381.5 energy_ev=-34692.704
C 2.41919 2.87785 4.50995 0.66 0.27 0.20 -0.06
C 0.98553 2.53985 4.31493 0.20 -0.06 0.14 -0.22
O 0.95257 1.17123 3.86176 -0.46 0.57 -0.20 0.03
C -0.25751 0.81703 3.46394 -1.03 -0.21 2.23 -0.41
O -1.25837 1.51383 3.53956 1.57 -0.28 -0.21 0.11
C -0.34403 -0.56847 2.84970 -0.81 -0.90 3.27 -0.22
F 0.02564 -0.06334 1.64589 -2.02 0.13 -2.46 0.05
C 0.71037 -1.65142 2.75149 -0.11 -1.94 -0.24 -0.41
O 0.48679 -2.73905 2.21578 0.10 1.67 1.17 0.10
O 1.90419 -1.19848 3.00408 0.98 -0.14 0.19 0.03
C 2.96616 -2.04947 2.52951 0.09 -0.14 -0.05 -0.20
C 4.25698 -1.36395 2.86132 0.23 0.04 -0.02 -0.06
C -1.74136 -1.22196 3.17502 -0.30 -0.55 -1.27 -0.20
C -2.38769 -1.03489 4.56844 0.66 0.77 0.28 -0.14
C -3.82087 -1.59081 4.67579 0.16 -0.18 -0.57 -0.19
C -4.72554 -1.05403 3.54731 0.11 0.03 0.14 -0.20
C -4.07496 -1.24187 2.16542 -0.04 -0.07 0.29 -0.19
C -2.66986 -0.65147 2.12818 -0.45 0.36 -0.52 -0.17
H 2.51576 3.89610 4.86742 -0.01 0.27 0.07 0.08
H 2.89342 2.23494 5.24544 -0.01 -0.17 0.09 0.08
H 2.97979 2.80011 3.58541 0.05 -0.04 -0.21 0.07
H 0.43478 2.59013 5.24882 -0.20 0.11 0.08 0.13
H 0.50883 3.19313 3.58651 -0.08 -0.10 -0.03 0.12
H 2.87279 -3.01317 3.03585 0.05 0.02 -0.18 0.13
H 2.84983 -2.19866 1.44797 -0.10 0.02 0.28 0.14
H 5.08669 -1.96489 2.48596 0.03 0.05 0.06 0.08
H 4.30881 -0.37811 2.39822 -0.01 -0.01 0.00 0.08
H 4.36006 -1.25074 3.93825 0.08 0.04 0.06 0.08
H -1.63530 -2.31640 3.00550 0.04 0.63 -0.01 0.15
H -1.74999 -1.47568 5.34414 -0.10 -0.02 -0.02 0.12
H -2.43199 0.04305 4.76852 -0.02 -0.22 0.07 0.11
H -3.78669 -2.68851 4.61622 -0.05 0.13 0.02 0.11
H -4.25374 -1.32999 5.65350 0.24 -0.08 -0.24 0.11
H -5.70236 -1.56229 3.58770 0.26 0.20 -0.03 0.11
H -4.90498 0.02103 3.72461 0.03 -0.29 -0.10 0.12
H -4.01320 -2.32071 1.94636 -0.09 0.22 -0.05 0.12
H -4.68988 -0.76238 1.39347 0.05 -0.21 0.10 0.11
H -2.69059 0.43389 2.32051 -0.29 -0.37 -0.34 0.12
H -2.20415 -0.80446 1.14623 -0.31 0.08 0.11 0.10
C 1.89014 1.46864 -4.24291 -0.10 -0.12 0.67 -0.04
C 1.49609 1.06397 -2.82677 0.22 0.25 -0.73 -0.26
C 0.74153 -0.06702 -2.58448 -0.51 -0.28 1.91 0.02
C 0.40042 -0.41233 -1.24583 1.49 1.44 -2.21 -0.28
C -0.39721 -1.62428 -0.94141 -0.32 -0.39 0.25 -0.02
N 0.86992 0.37144 -0.30224 -1.31 -2.18 1.27 0.12
C 1.53154 1.45065 -0.44851 1.44 1.60 -2.02 -0.33
C 1.95602 2.26754 0.73972 0.08 -0.05 -0.06 -0.01
C 1.89345 1.83140 -1.74688 -0.04 0.24 0.69 0.00
H 1.48155 0.75034 -4.95216 0.09 0.12 -0.12 0.07
H 1.50180 2.46956 -4.46109 0.09 -0.19 -0.08 0.08
H 2.98269 1.49350 -4.32639 -0.21 0.01 -0.11 0.08
H 0.38810 -0.72156 -3.33164 -0.19 -0.43 -1.16 0.09
H -0.33016 -2.31155 -1.79116 -0.12 -0.01 0.24 0.08
H -0.05551 -2.11939 -0.02406 -0.06 0.10 -0.30 0.07
H -1.45476 -1.35907 -0.79315 0.24 -0.09 -0.09 0.08
H 2.60600 3.07678 0.39352 -0.10 -0.03 0.25 0.08
H 1.08214 2.68643 1.24465 0.04 0.02 -0.03 0.08
H 2.49115 1.64748 1.46354 -0.05 0.03 -0.05 0.07
H 2.48790 2.71806 -1.85193 0.22 0.35 -0.40 0.11

=====

# 3
58
Properties=species:S:1:pos:R:3:forces:R:3:lowdin_charge:R:1 method="wB97M-V/def2-TZVPD" smiles="CC(C)=CCN1CCN(Cc2ccc(C#CC(C)(C)O)s2)C[C@@H]1CCO" de_lowest_kj_mol=287.6 lumo_ha=0.0221 molar_mass_da=376.6 energy_ev=-40204.336
C -6.40211 -1.08393 0.18105 0.18 0.04 0.04 -0.05
C -6.03678 0.32310 0.55670 -0.13 0.06 -0.04 -0.35
C -7.10037 1.33605 0.24678 0.17 0.01 0.09 -0.07
C -4.89873 0.68014 1.13966 0.05 -0.16 0.05 -0.08
C -3.75410 -0.19995 1.53922 -0.08 -0.04 -0.01 -0.19
N -2.49879 0.42438 1.14686 -0.13 0.03 0.10 -0.14
C -1.32240 -0.15433 1.76487 0.20 -0.21 0.03 -0.16
C -0.83206 -1.44029 1.08830 0.00 0.20 0.32 -0.16
N -0.62956 -1.18431 -0.32429 -0.13 -0.13 -0.14 -0.20
C 0.05171 -2.27106 -0.99826 -0.11 0.00 -0.11 -0.21
C 1.50641 -2.19464 -0.67997 0.23 0.16 0.07 -0.50
C 2.42629 -3.18039 -0.49856 -0.35 0.06 -0.09 -0.12
C 3.71967 -2.69033 -0.22825 0.17 0.34 0.01 -0.11
C 3.77619 -1.32423 -0.20121 -0.82 -0.40 -0.25 -0.54
C 4.88909 -0.51555 0.04192 0.86 0.73 0.06 -0.03
C 5.84051 0.20532 0.20965 -0.51 -0.50 0.10 0.06
C 6.99268 1.05186 0.51384 0.12 0.41 -0.35 -0.64
C 6.59734 2.52019 0.29018 0.14 -0.20 0.08 -0.02
C 8.17206 0.65940 -0.37994 -0.12 0.04 0.31 -0.02
O 7.41624 0.84687 1.85655 0.21 0.00 0.12 -0.01
S 2.20757 -0.62194 -0.51070 0.31 -0.57 0.15 1.10
C -1.88037 -0.78405 -0.93479 -0.31 0.09 -0.09 -0.13
C -2.33927 0.53698 -0.29932 0.20 0.14 -0.25 -0.28
C -1.35609 1.67211 -0.61621 -0.33 -0.09 -0.39 -0.13
C -1.36855 2.11363 -2.08002 0.02 0.41 0.45 -0.26
O -0.75052 1.19780 -2.95461 0.34 -0.38 -0.31 -0.08
H -7.02970 -1.08407 -0.70793 -0.06 -0.05 -0.07 0.08
H -6.96515 -1.55316 0.98846 -0.09 -0.08 0.01 0.09
H -5.52480 -1.69385 -0.01606 0.03 -0.12 -0.01 0.06
H -6.82104 2.32377 0.60305 -0.02 0.10 0.02 0.07
H -8.04117 1.04709 0.71438 -0.14 0.02 0.00 0.08
H -7.26861 1.38855 -0.82896 -0.08 0.00 -0.09 0.08
H -4.73019 1.72224 1.37649 -0.06 0.20 0.03 0.11
H -3.74451 -0.27866 2.63277 0.03 -0.08 -0.06 0.13
H -3.87700 -1.21711 1.13837 -0.02 0.02 0.09 0.10
H -1.53709 -0.35113 2.81757 0.03 0.05 -0.01 0.12
H -0.52123 0.58780 1.71618 0.07 -0.09 0.08 0.12
H 0.11721 -1.74621 1.53544 -0.04 -0.02 0.02 0.12
H -1.56263 -2.25690 1.24521 0.07 0.00 -0.06 0.13
H -0.08940 -2.14174 -2.07809 -0.05 -0.05 0.11 0.13
H -0.34071 -3.26732 -0.72495 0.02 0.09 -0.06 0.13
H 2.18869 -4.22809 -0.55788 -0.10 -0.18 0.00 0.11
H 4.57813 -3.31473 -0.05578 0.17 -0.05 0.05 0.12
H 5.74730 2.78417 0.91803 -0.05 0.01 0.02 0.09
H 6.32304 2.68135 -0.74893 -0.05 0.04 -0.09 0.09
H 7.43638 3.16403 0.54401 0.08 0.03 0.02 0.09
H 9.02452 1.29178 -0.14684 0.09 0.09 0.01 0.09
H 8.44299 -0.37546 -0.18838 0.01 -0.07 -0.02 0.09
H 7.90689 0.77341 -1.42726 -0.02 0.02 -0.07 0.09
H 6.67940 1.03368 2.44825 -0.04 -0.02 -0.06 0.10
H -1.72957 -0.63304 -2.00387 -0.03 -0.06 0.06 0.11
H -2.66261 -1.55439 -0.80236 0.03 0.00 0.01 0.13
H -3.32009 0.80178 -0.70940 0.10 -0.01 -0.01 0.14
H -1.61804 2.52468 0.01132 0.03 0.03 0.05 0.12
H -0.34422 1.35071 -0.36191 0.08 0.13 0.06 0.09
H -2.39322 2.22233 -2.44431 0.02 0.07 0.04 0.12
H -0.86931 3.09150 -2.15978 -0.17 -0.08 0.00 0.11
H 0.11970 0.98418 -2.59632 -0.03 0.02 -0.06 0.08

=====

| no. | HOMO level (eV) | F_max (eV/Å) |
| --- | --- | --- |
| 1 | -8.4 | 0.6 |
| 2 | -8.4 | 3.5 |
| 3 | -8.1 | 1.1 |